[1]
Molecular formula: C21H35N2O
Method: DFT, ωB97M-V/def2-TZVPD

The calculated total energy comes out at -1005.73967 Eh. As for the structure (SMILES): CCCCCCCCCCCCOCn1c[n+](C)c2ccccc21. The calculation puts the highest occupied orbital energy at -12.8249 eV. Its energy relative to the best compared isomer or geometry (same formula, charge and spin) is 12.5 kJ/mol. The value obtained for the maximum force is 0.0189 Eh/bohr. The calculation puts the LUMO energy at -3.22 eV. Its total charge is +1.

Element x y z (Å)
C: -5.5984 0.2103 -1.8738
C: -4.6253 -0.5199 -0.9559
C: -4.2963 0.3071 0.2857
C: -3.4108 -0.4219 1.2972
C: -2.0114 -0.7285 0.7679
C: -1.1015 -1.3009 1.8515
C: 0.3376 -1.5129 1.3767
C: 0.4398 -2.5252 0.2350
C: 1.8254 -3.1450 0.0436
C: 2.9039 -2.2005 -0.4969
C: 3.6325 -1.3990 0.5816
C: 4.8725 -0.6900 0.0399
O: 4.6035 0.3370 -0.9175
C: 4.0711 1.5043 -0.4297
N: 2.6134 1.5479 -0.6108
C: 1.9781 1.0682 -1.6773
N: 0.6772 1.3177 -1.6158
C: -0.3265 0.9255 -2.5672
C: 0.4373 2.0167 -0.4501
C: -0.7302 2.5445 0.0893
C: -0.6213 3.1818 1.3076
C: 0.6060 3.3011 1.9669
C: 1.7750 2.8032 1.4290
C: 1.6778 2.1556 0.2027
H: -6.5331 0.4091 -1.3557
H: -5.1822 1.1615 -2.2010
H: -5.8172 -0.3891 -2.7538
H: -5.0656 -1.4689 -0.6453
H: -3.7118 -0.7458 -1.5117
H: -3.8125 1.2406 -0.0173
H: -5.2328 0.5748 0.7786
H: -3.8949 -1.3542 1.5918
H: -3.3199 0.1986 2.1922
H: -1.5652 0.1956 0.3898
H: -2.0846 -1.4405 -0.0544
H: -1.0916 -0.6166 2.7036
H: -1.5086 -2.2518 2.1982
H: 0.7514 -0.5472 1.0705
H: 0.9261 -1.8748 2.2218
H: -0.2550 -3.3405 0.4464
H: 0.1249 -2.0645 -0.7048
H: 2.1625 -3.5756 0.9877
H: 1.7153 -3.9679 -0.6654
H: 3.6512 -2.7982 -1.0224
H: 2.4584 -1.5234 -1.2300
H: 3.9711 -2.0820 1.3619
H: 2.9636 -0.6744 1.0495
H: 5.4536 -0.2626 0.8665
H: 5.5037 -1.3957 -0.5025
H: 4.4967 2.3391 -1.0053
H: 4.2755 1.6562 0.6380
H: 2.4790 0.5526 -2.4758
H: -1.0864 0.3182 -2.0721
H: 0.1294 0.3493 -3.3689
H: -0.8077 1.8088 -2.9897
H: -1.6748 2.4689 -0.4239
H: -1.5033 3.6006 1.7647
H: 0.6391 3.8055 2.9193
H: 2.7167 2.9172 1.9398

Cartesian forces, eV/Å:
C 0.151 -0.215 0.045
C -0.078 0.352 0.047
C 0.016 -0.422 0.081
C 0.103 0.249 -0.292
C -0.165 -0.178 0.404
C 0.205 0.232 -0.270
C -0.293 -0.185 -0.001
C 0.283 -0.009 0.241
C -0.176 0.165 -0.325
C -0.001 -0.110 0.348
C 0.191 0.184 -0.506
C -0.049 -0.357 0.435
O -0.166 0.138 -0.300
C 0.650 0.313 0.005
N -0.409 -0.262 -0.333
C 0.257 -0.043 -0.011
N 0.589 0.064 0.239
C -0.605 -0.179 -0.490
C 0.413 0.408 0.780
C 0.086 0.029 -0.066
C -0.066 -0.068 -0.142
C 0.161 -0.044 -0.003
C 0.031 -0.029 -0.028
C -0.890 0.168 0.004
H -0.124 0.059 0.016
H 0.001 0.119 -0.058
H -0.082 0.017 -0.121
H 0.066 -0.108 0.008
H 0.038 -0.107 0.010
H -0.010 0.121 -0.010
H -0.043 0.119 -0.025
H -0.042 -0.050 0.104
H -0.001 -0.055 0.094
H 0.023 -0.019 -0.104
H 0.044 0.018 -0.149
H -0.068 -0.027 0.071
H -0.031 -0.062 0.092
H 0.102 0.086 0.034
H 0.135 0.053 0.035
H -0.123 -0.012 -0.065
H -0.094 -0.037 -0.095
H 0.026 -0.105 0.052
H 0.042 -0.068 0.058
H 0.032 0.041 -0.103
H -0.001 -0.019 -0.122
H 0.009 0.018 0.102
H -0.012 0.010 0.155
H 0.013 0.012 -0.119
H -0.002 0.040 0.110
H -0.114 -0.182 0.204
H -0.113 -0.031 -0.140
H 0.002 -0.100 -0.113
H 0.089 -0.010 0.000
H 0.013 0.018 0.045
H 0.082 -0.026 0.015
H -0.132 -0.042 -0.037
H -0.099 0.046 0.028
H 0.023 0.051 0.092
H 0.110 0.027 0.075

[2]
Molecular formula: C5H6N2
Method: DFT, ωB97M-V/def2-TZVPD

The calculated total energy comes out at -303.50619 Eh. As for the structure (SMILES): CC1=C[C@@H]1NC#N. The calculation puts the highest occupied orbital energy at -9.5177 eV. Its energy relative to the best compared isomer or geometry (same formula, charge and spin) is 341.0 kJ/mol. The value obtained for the maximum force is 0.0998 Eh/bohr. The calculation puts the LUMO energy at 0.88 eV.

Element x y z (Å)
C: -1.3878 -1.2913 -0.1712
C: -0.7405 0.0326 -0.1287
C: -0.6134 1.1986 -0.7339
C: 0.1025 1.0880 0.4841
N: 1.6533 0.9568 0.4194
C: 2.0018 -0.3402 0.4796
N: 2.3612 -1.4281 0.4494
H: -1.8016 -1.5062 0.7453
H: -0.5715 -1.9906 -0.1459
H: -2.0239 -1.5038 -0.8981
H: -0.8757 1.7767 -1.6299
H: -0.1698 1.4775 1.4847
H: 2.0655 1.5300 -0.3550

Cartesian forces, eV/Å:
C 4.382 0.952 2.499
C -0.598 1.818 -1.876
C -1.467 -0.893 -1.472
C 1.919 -0.468 2.269
N -1.280 0.448 -0.234
C 0.560 1.548 -0.856
N 0.084 -1.097 0.304
H -1.435 -0.227 2.259
H 0.475 -0.655 -0.510
H -2.643 -0.399 -3.464
H 0.211 -0.131 0.812
H 0.209 0.262 -0.759
H -0.417 -1.157 1.030

[3]
Molecular formula: C33H40F4GeN2Pd
Method: DFT, ωB97M-V/def2-TZVPD

The calculated total energy comes out at -3995.13430 Eh. The calculation puts the highest occupied orbital energy (spin up / spin down) at -7.2269 / -7.2270 eV. Its energy relative to the best compared isomer or geometry (same formula, charge and spin) is 0.0 kJ/mol. The value obtained for the maximum force is 0.0094 Eh/bohr. The calculation puts the LUMO energy (spin up / spin down) at -1.04 / -1.04 eV.

Element x y z (Å)
Pd: -0.2420 0.2931 0.0204
C: 0.0021 3.2560 0.1855
N: 0.5428 2.1027 -0.5660
C: 0.2583 2.3066 -2.0061
C: 2.0120 1.9904 -0.3324
C: 2.5271 0.6539 -0.8371
N: 1.6913 -0.3676 -0.2446
C: 2.1227 -1.6364 -0.1287
C: 1.4584 -2.4872 0.7830
F: 0.4422 -1.9520 1.5074
C: 1.8015 -3.8054 0.9606
F: 1.1048 -4.5429 1.8429
C: 2.8483 -4.3822 0.2641
C: 3.5223 -3.5689 -0.6287
F: 4.5353 -4.0789 -1.3480
C: 3.1722 -2.2513 -0.8401
F: 3.8352 -1.5498 -1.7874
H: 0.5130 4.1703 -0.1342
H: 0.1631 3.0991 1.2491
H: -1.0657 3.3441 -0.0046
H: 0.7879 3.1979 -2.3576
H: -0.8140 2.4445 -2.1311
H: 0.5767 1.4391 -2.5775
H: 2.1584 2.0407 0.7470
H: 2.5065 2.8467 -0.8025
H: 3.5758 0.5648 -0.5333
H: 2.5316 0.6416 -1.9348
H: 3.1179 -5.4170 0.4038
C: -2.1430 0.7212 -0.0198
C: -3.0353 1.6193 0.1776
C: -3.9741 2.5337 0.3513
C: -4.7862 2.5346 1.5890
C: -6.1347 2.8939 1.5564
C: -6.9117 2.8216 2.7019
C: -6.3567 2.3911 3.8986
C: -5.0180 2.0284 3.9402
C: -4.2396 2.0991 2.7967
C: -4.2021 3.5312 -0.7227
C: -4.5509 4.8476 -0.4187
C: -4.6854 5.7924 -1.4248
C: -4.4810 5.4421 -2.7508
C: -4.1382 4.1348 -3.0660
C: -3.9988 3.1896 -2.0627
H: -6.5786 3.2169 0.6235
H: -7.9580 3.0957 2.6575
H: -6.9629 2.3367 4.7933
H: -4.5761 1.6921 4.8695
H: -3.1960 1.8113 2.8299
H: -4.7086 5.1339 0.6131
H: -4.9470 6.8111 -1.1684
H: -4.5877 6.1817 -3.5336
H: -3.9884 3.8459 -4.0986
H: -3.7341 2.1683 -2.3118
C: -7.5181 -1.7245 -0.6240
C: -6.6536 -0.8573 0.2807
C: -5.1671 -1.1986 0.2061
C: -4.5575 -0.9491 -1.1735
Ge: -2.5931 -0.8861 -1.1361
C: -1.7817 -2.5317 -0.4287
C: -2.3752 -3.7913 -1.0609
C: -1.7776 -5.0771 -0.4873
C: -2.2339 -5.3692 0.9364
H: -8.5771 -1.4938 -0.5048
H: -7.3804 -2.7842 -0.3958
H: -7.2688 -1.5798 -1.6764
H: -6.9911 -0.9477 1.3166
H: -6.7797 0.1981 0.0156
H: -5.0214 -2.2496 0.4824
H: -4.6349 -0.6104 0.9609
H: -4.8927 0.0168 -1.5641
H: -4.8678 -1.7069 -1.8969
H: -2.0590 -0.6081 -2.5597
H: -1.9069 -2.5474 0.6555
H: -0.7030 -2.5226 -0.6180
H: -2.2139 -3.7675 -2.1429
H: -3.4620 -3.8039 -0.9153
H: -0.6853 -5.0020 -0.5148
H: -2.0422 -5.9173 -1.1347
H: -1.9935 -4.5478 1.6128
H: -1.7503 -6.2621 1.3332
H: -3.3139 -5.5279 0.9737

Cartesian forces, eV/Å:
Pd 0.216 -0.297 0.317
C 0.047 -0.112 -0.047
N -0.121 0.362 -0.098
C -0.044 -0.034 0.141
C -0.167 -0.189 0.040
C 0.173 0.138 -0.069
N 0.245 0.389 0.034
C -0.132 -0.206 0.063
C 0.121 -0.002 -0.147
F 0.011 -0.050 0.078
C -0.059 0.029 0.045
F -0.002 0.022 -0.006
C 0.045 0.049 -0.062
C -0.057 -0.082 0.036
F -0.012 0.007 0.001
C -0.045 0.057 0.115
F 0.036 -0.052 -0.013
H -0.013 0.020 0.002
H 0.017 0.012 0.014
H 0.022 0.009 0.005
H -0.004 0.016 -0.028
H 0.002 -0.020 -0.010
H 0.020 0.008 -0.006
H 0.013 0.019 -0.008
H 0.049 -0.019 -0.045
H -0.034 -0.006 0.011
H -0.022 -0.013 -0.001
H 0.018 -0.012 0.002
C -0.157 -0.118 -0.426
C 0.401 -0.234 0.097
C -0.119 0.104 -0.021
C -0.072 -0.042 0.055
C 0.044 0.017 0.030
C -0.013 0.003 0.009
C -0.026 -0.001 0.007
C 0.026 -0.008 0.013
C -0.026 0.011 -0.006
C 0.051 0.057 -0.096
C -0.025 -0.033 -0.033
C -0.016 0.040 0.029
C 0.009 0.022 -0.030
C 0.000 -0.041 -0.007
C -0.025 0.026 0.055
H -0.004 0.011 -0.016
H -0.005 0.004 -0.001
H -0.009 0.002 -0.001
H 0.000 -0.004 0.003
H 0.015 0.005 -0.010
H 0.006 -0.005 0.022
H -0.006 0.002 -0.001
H -0.011 0.000 0.002
H 0.010 0.007 -0.004
H -0.002 -0.005 0.002
C -0.028 -0.026 -0.028
C 0.011 0.061 0.007
C 0.050 -0.027 0.077
C 0.136 -0.087 -0.023
Ge -0.422 0.129 -0.003
C -0.007 0.016 -0.011
C -0.083 -0.019 -0.038
C 0.052 -0.003 -0.021
C 0.003 0.008 0.035
H -0.005 0.007 0.007
H -0.002 -0.006 0.012
H 0.009 0.007 -0.003
H 0.004 -0.040 0.001
H -0.005 -0.004 -0.001
H 0.000 0.003 0.014
H -0.023 0.032 -0.029
H 0.025 0.027 0.013
H -0.023 0.006 0.019
H 0.010 -0.021 -0.015
H -0.035 0.022 -0.013
H -0.042 0.053 -0.023
H 0.020 0.014 0.000
H 0.007 -0.016 -0.003
H -0.003 0.006 -0.010
H -0.025 -0.003 0.012
H 0.021 0.000 0.005
H -0.001 -0.011 -0.015
H -0.013 0.008 -0.007

[4]
Molecular formula: C6H10
Method: DFT, ωB97M-V/def2-TZVPD

The calculated total energy comes out at -234.48970 Eh. The calculation puts the highest occupied orbital energy at -8.7250 eV. Its energy relative to the best compared isomer or geometry (same formula, charge and spin) is 296.2 kJ/mol. The value obtained for the maximum force is 0.1024 Eh/bohr. The calculation puts the LUMO energy at 1.21 eV.

Element x y z (Å)
C: 1.9710 -0.4238 0.1259
C: 0.6175 0.0389 -0.4114
C: -0.5395 -0.9199 -0.1025
C: -1.8264 -0.1339 -0.0864
C: -1.0503 1.5405 0.4511
C: 0.1889 1.3496 0.1654
H: 1.9370 -0.5395 1.2167
H: 2.7592 0.3015 -0.1100
H: 2.2644 -1.3873 -0.3080
H: 0.7002 0.1636 -1.5028
H: -0.5779 -1.7461 -0.8236
H: -0.3753 -1.3672 0.8857
H: -2.6166 -0.5826 0.5376
H: -2.2373 0.0622 -1.0832
H: -2.0818 1.4805 0.7224
H: 0.8668 2.1635 0.3231

Cartesian forces, eV/Å:
C 0.138 -0.075 -0.012
C 0.300 -0.504 -0.361
C 0.113 -0.414 -0.067
C 1.355 0.939 -0.126
C -3.662 -3.752 -0.469
C 0.670 0.608 0.038
H -0.029 0.023 -0.175
H -0.135 -0.126 0.032
H -0.071 0.164 0.069
H 0.033 -0.032 0.108
H 0.119 0.058 0.067
H 0.025 0.084 -0.078
H 0.339 0.532 0.050
H 0.117 0.054 0.136
H -0.064 2.232 0.810
H 0.752 0.208 -0.025

[5]
Molecular formula: C4H7NO
Method: DFT, ωB97M-V/def2-TZVPD

The calculated total energy comes out at -286.58199 Eh. As for the structure (SMILES): C/C=C/NC=O. The calculation puts the highest occupied orbital energy at -8.5459 eV. Its energy relative to the best compared isomer or geometry (same formula, charge and spin) is 130.4 kJ/mol. The value obtained for the maximum force is 0.0527 Eh/bohr. The calculation puts the LUMO energy at 0.86 eV.

Element x y z (Å)
C: -2.3579 -1.0517 -1.2077
C: -1.3370 -1.0117 -0.1398
C: -0.3331 -0.0790 -0.2001
N: 0.6033 -0.0415 0.8638
C: 1.6998 0.8106 0.8475
O: 2.0787 1.5436 -0.0568
H: -2.7921 -0.0579 -1.3552
H: -1.8796 -1.2543 -2.1553
H: -3.1930 -1.7153 -1.0297
H: -1.2798 -1.8497 0.6001
H: -0.2424 0.6605 -0.9980
H: 0.2407 -0.5634 1.7309
H: 2.2638 0.7125 1.8156

Cartesian forces, eV/Å:
C -0.547 0.802 -0.468
C 2.144 0.797 0.145
C -1.539 -1.865 1.076
N -0.554 0.066 0.289
C 0.435 -0.252 0.675
O -1.007 -1.143 0.891
H -0.078 -0.025 0.152
H -0.068 -0.530 -0.390
H 0.043 -0.338 0.017
H -0.132 1.016 -0.479
H 0.080 -0.166 0.420
H 1.502 1.423 -1.748
H -0.280 0.216 -0.580

[6]
Molecular formula: C32H31BrN3O2PS5Ta
Method: DFT, ωB97M-V/def2-TZVPD

The calculated total energy comes out at -6516.07726 Eh. The calculation puts the highest occupied orbital energy at -10.1427 eV. Its energy relative to the best compared isomer or geometry (same formula, charge and spin) is 155.1 kJ/mol. The value obtained for the maximum force is 0.0205 Eh/bohr. The calculation puts the LUMO energy at -4.01 eV. Its total charge is +1.

Element x y z (Å)
Ta: 0.0533 0.3048 -0.1182
N: -1.7151 -2.5618 2.8705
C: -2.5712 -1.5103 3.1715
C: -3.6469 -1.4399 4.0495
C: -4.2755 -0.2185 4.1479
C: -3.8291 0.8831 3.4018
C: -2.7647 0.7885 2.5286
C: -2.1305 -0.4498 2.3974
N: -1.0043 -0.8795 1.6246
C: -0.8160 -2.1471 1.9720
C: 0.2209 -3.0371 1.4606
C: 0.6365 -4.2225 1.9792
S: 1.8604 -4.8449 0.9833
C: 1.7300 -3.4873 -0.0494
N: 0.8348 -2.6226 0.3224
H: -1.7783 -3.5014 3.2236
H: -3.9688 -2.2946 4.6311
H: -5.1173 -0.1035 4.8190
H: -4.3335 1.8351 3.5124
H: -2.4492 1.6555 1.9726
H: 0.3198 -4.7363 2.8759
H: 2.3547 -3.3726 -0.9294
S: 0.4303 -0.8222 -2.1371
C: 2.1712 -0.6691 -2.4172
C: 2.6501 -0.9698 -3.6944
C: 4.0068 -0.8867 -3.9559
C: 4.8873 -0.4997 -2.9482
C: 4.4132 -0.1920 -1.6853
C: 3.0482 -0.2758 -1.4062
S: 2.4691 0.1173 0.2053
H: 1.9551 -1.2644 -4.4733
H: 4.3778 -1.1205 -4.9459
H: 5.9488 -0.4327 -3.1504
H: 5.0958 0.1216 -0.9044
Br: 0.3050 1.7682 2.2646
C: 1.0367 3.3402 1.4864
C: 1.4516 4.3120 2.3349
C: 1.9562 5.5057 1.7660
C: 1.9976 5.6417 0.4116
C: 1.5547 4.6063 -0.4528
C: 1.5966 4.7696 -1.8611
C: 1.1664 3.7701 -2.6728
C: 0.6894 2.5463 -2.1318
C: 0.6382 2.3230 -0.7709
C: 1.0623 3.3935 0.0818
H: 1.3958 4.1892 3.4091
H: 2.2991 6.3012 2.4146
H: 2.3767 6.5547 -0.0336
H: 1.9704 5.7031 -2.2683
H: 1.1829 3.8981 -3.7498
H: 0.3490 1.7890 -2.8245
C: -5.5565 0.6070 -0.4360
C: -5.6204 0.0425 -1.8377
C: -6.5784 0.7741 -2.7499
O: -4.3031 -0.0465 -2.4867
P: -3.1344 0.9838 -2.6492
S: -2.0134 0.6179 -4.1194
S: -2.2040 0.9345 -0.7236
O: -3.8809 2.3594 -2.5649
C: -3.4449 3.7695 -2.6381
C: -2.5583 4.0339 -3.8300
C: -2.8361 4.2040 -1.3246
H: -6.5653 0.5993 -0.0163
H: -5.2009 1.6403 -0.4356
H: -4.9111 0.0108 0.2085
H: -5.9041 -1.0049 -1.7856
H: -6.3718 1.8444 -2.7694
H: -7.5976 0.6218 -2.3870
H: -6.5153 0.3872 -3.7665
H: -4.3959 4.2761 -2.7793
H: -1.5738 3.5786 -3.7088
H: -2.4357 5.1164 -3.9160
H: -2.9966 3.6540 -4.7527
H: -1.8622 3.7397 -1.1572
H: -3.4909 3.9597 -0.4853
H: -2.6947 5.2875 -1.3491

Cartesian forces, eV/Å:
Ta -0.496 -0.040 0.097
N -0.234 -0.039 0.242
C 0.089 -0.414 0.064
C 0.027 -0.021 -0.011
C -0.019 0.079 0.010
C -0.037 -0.066 0.015
C -0.078 0.021 -0.135
C 0.436 0.196 -0.211
N -0.363 0.518 0.054
C 0.077 -0.165 -0.047
C -0.365 0.568 -0.039
C 0.041 -0.149 0.133
S 0.216 -0.207 -0.092
C -0.076 0.125 -0.026
N 0.148 -0.263 0.071
H -0.014 -0.005 0.004
H 0.033 0.027 -0.038
H 0.037 0.003 -0.035
H 0.028 -0.050 -0.008
H -0.050 -0.009 -0.064
H 0.038 0.058 -0.099
H -0.095 -0.002 0.111
S -0.072 0.406 0.063
C -0.083 -0.124 -0.211
C 0.037 0.015 0.081
C 0.036 0.020 0.034
C -0.018 -0.023 -0.073
C -0.027 -0.013 0.008
C 0.130 -0.001 0.026
S -0.218 -0.019 -0.025
H 0.035 0.027 0.077
H -0.006 0.010 0.045
H -0.034 -0.001 -0.005
H -0.039 -0.015 -0.030
Br 0.207 -0.300 -0.099
C -0.021 -0.111 0.120
C 0.152 0.391 -0.059
C -0.040 -0.102 0.183
C -0.017 -0.015 -0.123
C 0.094 0.233 -0.130
C 0.053 0.121 0.128
C -0.117 -0.259 -0.082
C 0.092 0.279 0.053
C -0.115 0.076 0.187
C 0.003 -0.050 -0.204
H 0.007 -0.001 -0.068
H -0.011 -0.032 -0.018
H -0.022 -0.039 0.013
H -0.022 -0.065 0.024
H 0.005 -0.046 0.059
H -0.003 0.031 -0.014
C -0.007 0.127 0.069
C 0.196 0.061 -0.162
C -0.112 0.088 -0.005
O -0.074 -0.117 0.136
P -0.280 0.229 0.397
S 0.429 -0.161 -0.452
S 0.687 -0.794 0.119
O -0.221 0.566 0.025
C -0.035 -0.421 -0.030
C 0.132 0.022 -0.072
C 0.086 0.047 0.101
H 0.046 -0.024 -0.021
H -0.031 -0.075 -0.014
H 0.014 0.004 -0.006
H -0.028 -0.112 -0.008
H 0.007 -0.038 0.019
H 0.044 0.033 -0.030
H 0.006 -0.025 0.030
H -0.110 0.030 -0.010
H -0.066 0.054 0.031
H 0.031 -0.060 -0.041
H -0.030 0.032 0.053
H -0.009 0.017 -0.045
H 0.019 0.018 -0.052
H -0.022 -0.055 0.012